[1]
DFT (ωB97M-V/def2-TZVPD) results for a cluster of 2 separate species, C2H3F2O2S in total.

CARTESIAN COORDINATES (ANGSTROEM)
C  2.284  -0.158  0.214
C  -0.578  0.572  -0.366
O  -2.274  -0.842  1.467
O  -2.158  -1.610  -0.904
F  -0.642  1.533  0.566
F  -0.614  1.196  -1.575
S  -2.254  -0.517  0.063
H  1.461  -0.824  0.049
H  2.277  0.202  1.198
H  2.498  0.448  -0.711

Net charge: -1
Spin multiplicity: 1
Gap between HOMO and LUMO (alpha / beta) (eV): 6.18 / 7.86

Here are the Löwdin charges for atoms 1 to 2, given in e: C 0.039; C -0.417

[2]
DFT (ωB97M-V/def2-TZVPD) results for a cluster of 2 separate species, C2H3F3 in total.

CARTESIAN COORDINATES (ANGSTROEM)
C  -0.054  -0.004  0.003
C  2.207  -0.023  0.000
F  2.643  -0.629  -1.091
F  2.607  1.244  0.022
F  2.614  -0.653  1.091
H  -0.234  -0.842  -0.646
H  -0.243  -0.146  1.050
H  -0.234  0.973  -0.405

Spin multiplicity: 1
Gap between HOMO and LUMO (eV): 10.62

Here are the Löwdin charges for atoms 1 to 2, given in e: C 0.115; C -0.516

[3]
DFT (ωB97M-V/def2-TZVPD) results for a structure of composition C2H3F3N2.

CARTESIAN COORDINATES (ANGSTROEM)
C  -0.584  -0.194  0.328
C  0.264  0.883  0.805
N  -1.630  -0.745  0.652
N  0.302  -0.751  -1.348
F  -2.262  -1.670  -0.142
F  0.795  0.429  -1.823
F  1.476  -1.273  -0.869
H  -0.036  1.331  1.707
H  1.255  0.466  0.792
H  0.420  1.525  -0.102

Spin multiplicity: 3
Gap between HOMO and LUMO (alpha / beta) (eV): 7.80 / 8.21
⟨S²⟩: 2.01

Here are the Löwdin charges for atoms 1 to 2, given in e: C -0.233; C -0.057

[4]
DFT (ωB97M-V/def2-TZVPD) results for a cluster of 2 separate species, C2H3F3NSi in total.

CARTESIAN COORDINATES (ANGSTROEM)
C  -1.331  -0.276  -0.494
C  -0.825  -1.002  0.312
N  -2.096  0.348  -1.493
F  3.537  -1.309  0.913
F  2.637  -0.222  3.152
F  2.213  1.042  1.169
Si  2.526  -0.427  1.653
H  -3.152  0.179  -1.648
H  -1.482  0.279  -2.333
H  -2.027  1.387  -1.230

Net charge: +1
Spin multiplicity: 1
Gap between HOMO and LUMO (alpha / beta) (eV): 6.27 / 6.99

Here are the Löwdin charges for atoms 1 to 2, given in e: C -0.359; C -0.019

What did we get for maximum force? Answer: 0.0594, 0.0932, 0.1095, 0.0676 Eh/bohr, in the order shown.
What did we get for relative energy (zero: lowest compared OMol25 entry of this formula, charge and spin)? Answer: 368.1, 264.7, 641.5, 216.2 kJ/mol, in the order shown.